Entry 1:
85
Properties=species:S:1:pos:R:3 method="wB97M-V/def2-TZVPD" total_energy_ha=-3216.29680 orbital_gap_ev=8.736 smiles="CCCCCCCCC[C@H](O[C@@H](F)COCCOCC)[C@H](S)O[C@H](PP(=O)(O)O)P(=O)(O)O.c1ccccc1" charge=0 homo_energy_ev=-8.79
C 10.1830 2.1149 0.6356
C 9.4164 0.7523 1.2201
C 9.0293 -0.1429 -0.1086
C 7.7811 0.5117 -0.9699
C 6.3795 0.5948 -0.1115
C 5.8576 -0.9113 0.2989
C 5.2318 -1.7715 -0.9473
C 3.9671 -1.0763 -1.7177
C 2.8463 -0.3760 -0.7503
C 1.3424 -1.1004 -0.8650
O 0.4095 -0.0238 -1.2048
C -0.4264 -0.3377 -2.3727
F -1.5255 -1.3119 -2.0357
C -1.1882 1.0693 -2.8600
O -1.7602 1.6732 -1.6448
C -2.2622 3.0377 -1.8851
C -2.7244 3.6232 -0.3899
O -3.9304 2.8449 0.0270
C -4.4851 3.4474 1.2836
C -3.6370 2.9725 2.6220
C 0.9444 -1.9232 0.5379
S 2.4727 -3.0508 0.7926
O -0.1683 -2.8471 0.3232
C -1.2717 -2.7063 1.2635
P -2.1376 -1.0029 1.3087
P -4.2801 -1.3934 0.8514
O -5.1268 -0.0414 0.7666
O -4.9528 -2.4867 2.0274
O -4.2993 -2.2552 -0.7013
P -0.9445 -3.2056 3.0692
O -1.7582 -4.5357 3.4018
O 0.7084 -3.3412 3.5557
O -1.6672 -1.9576 4.1072
H 9.3597 2.7364 0.0830
H 10.6942 2.6859 1.5277
H 11.0176 1.7945 -0.1264
H 10.1234 0.2107 1.9790
H 8.4495 1.0878 1.8247
H 8.8387 -1.2581 0.2020
H 9.9822 -0.1575 -0.8267
H 8.0409 1.5413 -1.4635
H 7.5890 -0.2431 -1.8727
H 5.5445 1.0476 -0.8327
H 6.4857 1.2375 0.8764
H 6.7490 -1.5551 0.7439
H 5.0948 -0.7808 1.2063
H 6.1058 -1.8654 -1.7552
H 5.0312 -2.8956 -0.6012
H 4.4193 -0.3369 -2.5386
H 3.4193 -1.9234 -2.3459
H 3.1451 -0.2744 0.3760
H 2.7228 0.7421 -1.1513
H 1.3098 -1.9093 -1.7410
H 0.1611 -0.8171 -3.2636
H -2.0984 0.8481 -3.5894
H -0.3748 1.7532 -3.3626
H -1.3964 3.6928 -2.3498
H -3.2216 2.9948 -2.5696
H -2.9808 4.7655 -0.4033
H -1.8378 3.3627 0.3582
H -5.6144 3.1235 1.4028
H -4.4958 4.6221 1.1619
H -3.0267 1.9705 2.4560
H -2.8700 3.7982 2.9664
H -4.4396 2.7262 3.4686
H 0.8104 -1.1861 1.4563
H 3.3485 -2.3193 1.6474
H -2.1131 -3.4655 0.8801
H -1.7374 -0.1282 0.2440
H -5.9503 -2.3852 2.0389
H -4.3050 -3.2532 -0.4837
H 0.9015 -4.2982 3.8552
H -1.1015 -2.0322 4.9534
C -10.1105 1.1224 -1.3330
C -8.8414 1.4497 -0.8564
C -7.8825 0.4523 -0.6820
C -8.1899 -0.8724 -0.9939
C -9.4579 -1.1991 -1.4741
C -10.4197 -0.2029 -1.6397
H -10.8587 1.8995 -1.4655
H -8.5998 2.4829 -0.6199
H -6.8959 0.7066 -0.3043
H -7.4412 -1.6491 -0.8627
H -9.6967 -2.2312 -1.7186
H -11.4092 -0.4586 -2.0085

=====

Entry 2:
82
Properties=species:S:1:pos:R:3 method="wB97M-V/def2-TZVPD" total_energy_ha=-2288.06851 orbital_gap_ev=7.362 charge=0 homo_energy_ev=-7.99
C 3.1696 -3.3457 3.4973
C 1.9044 -3.4986 2.5939
C 1.6262 -2.2254 1.7753
N 1.5985 -0.9813 2.5919
C 0.8707 0.0191 1.8282
C -0.5778 0.1248 2.1431
C -1.2177 -0.7298 3.2262
C -1.4486 -2.2005 2.8234
F -2.6558 -2.6097 3.4292
C -1.3041 1.0308 1.4105
S -3.0756 1.1962 1.6747
C -0.6815 1.8606 0.4138
N -1.2526 2.7822 -0.3351
S -0.1209 3.4721 -1.2676
N 1.1654 2.5861 -0.7852
C 0.7555 1.7511 0.1447
C 1.5008 0.7744 0.8880
C 3.0006 0.6428 0.6150
B 3.7909 1.4439 1.7559
O 5.1117 1.1958 2.0958
O 3.1075 2.4747 2.4369
H 2.9622 -2.6836 4.3499
H 3.9701 -2.9301 2.8616
H 3.4678 -4.3438 3.8507
H 2.1292 -4.3247 1.8950
H 1.0665 -3.8316 3.2230
H 2.4126 -2.1267 1.0047
H 0.6517 -2.3426 1.2791
H 2.5401 -0.6394 2.7616
H -0.5689 -0.6705 4.1177
H -2.1743 -0.2786 3.5164
H -0.6683 -2.8224 3.2770
H -1.5640 -2.3471 1.7409
H -3.2242 2.2577 2.5061
H 3.3016 -0.4164 0.5688
H 3.2852 1.0764 -0.3609
H 5.1535 1.1186 3.0598
H 2.6848 2.1185 3.2302
C -4.5028 -3.4927 -0.1050
C -4.7198 -4.9947 -0.2341
N -3.9693 -5.7681 0.7386
C -3.9304 -7.1903 0.4392
C -5.2518 -7.9655 0.4623
C -4.1953 -5.4236 2.1345
C -5.6301 -5.4977 2.6681
H -3.4396 -3.2464 -0.1382
H -4.9931 -2.9763 -0.9322
H -4.9231 -3.0960 0.8206
H -4.3923 -5.2871 -1.2360
H -5.7989 -5.2026 -0.1816
H -3.2242 -7.6773 1.1183
H -3.4885 -7.3089 -0.5563
H -5.6076 -8.1294 1.4788
H -5.1048 -8.9516 0.0152
H -6.0362 -7.4645 -0.1064
H -3.8294 -4.4076 2.2965
H -3.5518 -6.0438 2.7647
H -6.3501 -5.0290 1.9953
H -5.6901 -4.9706 3.6234
H -5.9454 -6.5240 2.8530
C 3.2349 9.0150 -4.2094
C 3.3663 7.6152 -3.6251
N 2.2443 6.7509 -3.9451
C 2.2141 5.5304 -3.1553
C 3.3623 4.5322 -3.3311
C 1.9452 6.5923 -5.3587
C 3.0565 6.0651 -6.2732
H 2.2878 9.4732 -3.9197
H 4.0423 9.6476 -3.8365
H 3.3013 9.0117 -5.2987
H 3.4231 7.7194 -2.5380
H 4.3243 7.1837 -3.9514
H 1.2672 5.0126 -3.3367
H 2.1781 5.8177 -2.0983
H 3.2892 3.9925 -4.2749
H 3.3204 3.7853 -2.5346
H 4.3404 5.0122 -3.2768
H 1.6218 7.5623 -5.7477
H 1.0648 5.9530 -5.4664
H 4.0119 6.5619 -6.0972
H 2.7862 6.2453 -7.3165
H 3.1994 4.9908 -6.1646

=====

Entry 3:
109
Properties=species:S:1:pos:R:3 method="wB97M-V/def2-TZVPD" total_energy_ha=-6818.48179 orbital_gap_ev="4.874 / 5.175" charge=-1 multiplicity=3 homo_energy_ev="-4.89 / -4.87"
V 0.4201 0.3555 0.6649
N 2.3118 0.0017 1.0788
S 3.6667 0.6864 1.2022
O 4.4653 0.8443 0.0397
O 4.2010 0.8517 2.5554
F 3.0586 2.1517 1.0048
S 3.0900 -1.5558 1.0298
O 3.6407 -2.0543 2.3011
O 3.6597 -2.1467 -0.2396
F 1.6774 -2.3646 1.1335
N 0.4937 1.3339 -1.0851
S 1.5238 1.2448 -2.3036
O 2.7141 2.0438 -2.1921
O 1.0506 0.9081 -3.6580
F 2.1451 -0.1372 -1.7853
S -0.0280 2.8346 -1.7885
O -0.8309 2.7435 -3.0274
O 0.8647 3.9191 -1.6137
F -1.1872 3.0972 -0.6984
C -2.2953 -2.5416 -1.0596
C -3.6885 -2.5599 -1.0869
C -4.4764 -1.4541 -0.4247
O -5.7505 -1.5650 -0.4362
C -3.9113 -0.3887 0.2209
C -2.4498 -0.2719 0.1728
C -1.6002 -1.4294 -0.4619
O -0.3641 -1.2464 -0.3515
O -1.7973 0.6630 0.7033
O -4.2300 -3.4408 -1.8703
H -1.7738 -3.2865 -1.6422
H -4.4228 0.3995 0.7533
C 2.3809 -1.3194 5.5063
C 1.4036 -0.2111 5.2490
O 0.0369 -0.7274 5.0942
P -0.5138 -1.4337 3.7065
O -0.1319 -0.7159 2.4682
O 0.0699 -2.9286 3.7817
C -0.0946 -3.6820 4.9435
C 0.8456 -4.8381 4.7704
O -2.1758 -1.5999 3.9838
C -2.9317 -0.4665 4.2200
C -4.4388 -0.9103 4.2987
H 2.6507 -1.9545 4.6626
H 3.3176 -0.8743 5.8418
H 1.9284 -1.8782 6.3256
H 1.4612 0.3571 6.1774
H 1.6333 0.3724 4.3574
H 0.1907 -3.0451 5.7808
H -1.1284 -4.0141 5.0384
H 0.8703 -5.5690 5.5786
H 0.6574 -5.4285 3.8737
H 1.8508 -4.4234 4.6943
H -2.6264 -0.0349 5.1732
H -2.7794 0.2176 3.3852
H -4.6416 -1.6712 5.0524
H -5.0658 -0.0329 4.4569
H -4.7772 -1.3263 3.3497
C 1.4405 3.3726 6.4259
C 0.3291 3.7538 5.4738
O 0.3535 2.8018 4.4159
P 0.5505 3.2452 2.8799
O 0.4187 2.0598 1.9604
O -0.6484 4.3448 2.6245
C -2.0353 3.9960 2.8216
C -2.6243 5.2663 3.3528
O 1.9626 4.0730 2.7726
C 2.0701 5.2250 1.9982
C 1.6731 6.4591 2.8148
H 1.2163 2.4505 6.9623
H 2.4190 3.3616 5.9459
H 1.5754 4.1221 7.2058
H -0.6113 3.6789 6.0198
H 0.3822 4.8204 5.2559
H -2.5905 3.6310 1.9575
H -2.0428 3.2228 3.5899
H -3.6537 5.1013 3.6706
H -1.9944 5.6364 4.1618
H -2.6197 6.1045 2.6559
H 3.0963 5.3411 1.6495
H 1.4447 5.1665 1.1074
H 0.6149 6.5257 3.0678
H 2.1232 6.5722 3.8011
H 1.8403 7.3602 2.2247
C -0.7218 -2.0957 -3.9845
C 0.0596 -1.6779 -5.2730
O -0.2078 -2.5212 -6.3593
P 0.3751 -2.2884 -7.8077
O 1.8002 -1.7892 -7.8926
O 0.1232 -3.7052 -8.4488
C 0.9449 -4.8425 -8.2120
C 1.9050 -5.0803 -9.3596
O -0.7340 -1.3208 -8.5493
C -0.9527 -1.4490 -9.9292
C 0.1340 -0.7568 -10.7048
H -0.4862 -3.1025 -3.6394
H -0.5334 -1.3768 -3.1871
H -1.7602 -2.0019 -4.3020
H -0.3152 -0.6877 -5.5321
H 1.1316 -1.6437 -5.0785
H 1.4998 -4.6046 -7.3045
H 0.3168 -5.7308 -8.1464
H 2.7028 -4.3529 -9.5094
H 2.4406 -6.0131 -9.1828
H 1.2103 -5.1562 -10.1961
H -1.0495 -2.5042 -10.1848
H -1.9296 -1.0386 -10.1850
H -0.1780 -0.6577 -11.7445
H 0.1883 0.2754 -10.3588
H 1.1771 -1.0684 -10.6505

=====

Entry 4:
83
Properties=species:S:1:pos:R:3 method="wB97M-V/def2-TZVPD" total_energy_ha=-2050.30781 orbital_gap_ev="8.804 / 7.151" charge=+3 multiplicity=4 homo_energy_ev="-18.02 / -18.02"
Tc 0.2181 0.4377 -0.1213
C -2.3590 -3.7226 0.9166
C -2.1785 -2.3393 0.2809
C -2.4550 -2.4425 -1.2324
C -3.4538 -1.4201 -1.8010
C -4.8848 -1.6554 -1.3506
C -3.3517 -1.3480 -3.3117
N -3.0043 -0.0814 -1.1511
C -2.8826 1.1845 -1.9119
C -2.5606 2.3159 -0.9493
N -1.3933 2.2006 0.0383
C -0.5431 3.4177 -0.1496
C 0.5829 3.0737 -1.1081
O 0.9446 3.6712 -2.0687
O 1.2101 1.9181 -0.7059
C -1.9757 2.1845 1.4578
C -3.0703 3.2433 1.6967
C -0.9939 2.4004 2.6363
C 0.4319 1.8322 2.8258
C 1.5454 2.8020 2.4060
C 0.6319 1.5841 4.3261
N 0.6732 0.5717 2.0218
C 0.3587 -0.7518 2.6354
C -0.8985 -1.3648 2.0815
N -0.8254 -1.6752 0.6175
C 0.2499 -2.6691 0.3152
C 1.4905 -2.0599 -0.3232
O 2.2633 -2.6057 -1.0495
O 1.6727 -0.7661 0.0381
H -3.4178 -3.9723 0.8696
H -2.0716 -3.7816 1.9612
H -1.8281 -4.4979 0.3687
H -2.9138 -1.6831 0.7567
H -2.8451 -3.4348 -1.4584
H -1.5192 -2.3572 -1.7866
H -5.2429 -2.5943 -1.7676
H -5.5460 -0.8679 -1.7110
H -4.9780 -1.7220 -0.2652
H -3.6087 -2.3303 -3.7061
H -2.3477 -1.1120 -3.6542
H -4.0606 -0.6407 -3.7352
H -2.0724 -0.2738 -0.7742
H -3.6065 0.0704 -0.3384
H -3.8302 1.4059 -2.4032
H -2.1197 1.0361 -2.6688
H -3.4535 2.5154 -0.3683
H -2.4047 3.2021 -1.5631
H -0.0809 3.6835 0.7971
H -1.1104 4.2770 -0.5030
H -2.4281 1.1889 1.5335
H -2.7802 4.2096 1.2863
H -3.1983 3.3827 2.7674
H -4.0527 2.9832 1.3124
H -1.5948 2.0665 3.4867
H -0.9036 3.4785 2.7888
H 1.3605 3.7873 2.8303
H 1.6717 2.8999 1.3334
H 2.4990 2.4603 2.8089
H 0.6211 2.5463 4.8375
H 1.5977 1.1236 4.5304
H -0.1578 0.9829 4.7734
H 1.6899 0.5612 1.9258
H 0.2704 -0.6656 3.7158
H 1.2163 -1.3984 2.4477
H -1.7446 -0.6892 2.2236
H -1.1135 -2.2675 2.6557
H -0.1172 -3.4400 -0.3585
H 0.5629 -3.1826 1.2289
S 0.0381 -0.2507 -2.4420
C 1.5130 0.4512 -3.1523
N 1.3771 1.4573 -3.9872
C 2.5108 2.1110 -4.6493
C 3.7747 1.8727 -3.8438
C 3.9217 0.4004 -3.5013
N 2.6801 -0.0874 -2.8924
H 0.4507 1.8202 -4.1442
H 2.2755 3.1734 -4.7016
H 2.5914 1.7228 -5.6667
H 3.7554 2.4723 -2.9338
H 4.6344 2.1907 -4.4320
H 4.7210 0.2363 -2.7798
H 4.1338 -0.2025 -4.3878
H 2.7112 -0.9186 -2.3124